*P*
Density functional theory data (the ωB97M-V functional and the def2-TZVPD basis) for a single C4H9NO2 molecule.

Each line ends with the natural charge from an NBO analysis.
CARTESIAN COORDINATES (ANGSTROEM)
C  1.38  1.48  -0.75  -0.6320
C  -0.04  1.00  -0.37  -0.2117
N  -0.17  -0.50  -0.06  -0.4941
C  -1.59  -1.31  0.05  -0.3853
C  0.47  -0.91  1.39  0.8993
O  1.30  -0.13  1.81  -0.6736
O  -0.09  -1.93  1.73  -0.6902
H  1.76  1.00  -1.66  0.2020
H  1.37  2.56  -0.96  0.2278
H  2.09  1.31  0.06  0.2563
H  -0.35  1.55  0.52  0.2227
H  -0.73  1.24  -1.19  0.1981
H  0.42  -0.96  -0.76  0.4044
H  -1.64  -2.37  0.39  0.2729
H  -2.22  -0.77  0.77  0.2196
H  -1.97  -1.27  -0.96  0.1836

## Properties
HOMO-LUMO gap ... 10.27 eV
SMILES ... CC[N@H+](C)C(=O)[O-]
E_HOMO ... -9.64 eV


*Q*
Density functional theory data (the ωB97M-V functional and the def2-TZVPD basis) for a molecular structure, C4H9NO2.

Each line ends with the natural charge from an NBO analysis.
CARTESIAN COORDINATES (ANGSTROEM)
N  1.91  0.53  0.87  -0.8851
C  0.98  -0.39  0.95  0.6381
O  0.68  -0.52  2.19  -0.6645
C  0.28  -1.14  -0.14  -0.4886
C  -1.13  -0.60  -0.40  -0.4124
C  -1.17  0.80  -1.01  -0.0630
O  -0.80  1.82  -0.12  -0.7216
H  2.46  0.73  0.05  0.3917
H  1.64  0.36  2.17  0.4927
H  0.88  -1.08  -1.06  0.2156
H  0.23  -2.19  0.16  0.2464
H  -1.64  -1.30  -1.09  0.2146
H  -1.70  -0.60  0.54  0.2258
H  -0.57  0.82  -1.93  0.1488
H  -2.20  1.03  -1.30  0.1860
H  0.14  1.71  0.12  0.4753

## Properties
HOMO-LUMO gap ... 10.91 eV
E_HOMO ... -10.13 eV


Most stable structure - *P*; separation to the second - 49.1 kJ/mol.


*P*
Density functional theory data (the ωB97M-V functional and the def2-TZVPD basis) for 2 unconnected molecules or ions with the total composition C4H9NO2.

Each line ends with the natural charge from an NBO analysis.
CARTESIAN COORDINATES (ANGSTROEM)
O  -1.57  -1.11  -0.65  -0.5300
C  -1.68  -0.36  0.36  0.4341
N  -0.89  0.59  0.87  -0.3238
C  0.36  0.91  0.11  -0.2408
C  1.58  -0.03  0.32  0.1187
C  1.22  -1.51  0.17  -0.6657
O  2.59  0.49  -0.38  -0.3749
H  -2.57  -0.54  0.98  0.1290
H  -2.96  2.24  -1.59  0.0156
H  0.69  1.89  0.48  0.2399
H  0.22  0.95  -1.01  0.2503
H  1.68  0.12  1.48  0.2342
H  0.87  -1.67  -0.86  0.2520
H  0.52  -1.98  0.87  0.2359
H  2.22  -1.97  0.19  0.2427
H  -2.29  1.97  -1.35  -0.0172

## Properties
HOMO-LUMO gap ... 5.57 eV
E_HOMO ... -9.92 eV


*Q*
Density functional theory data (the ωB97M-V functional and the def2-TZVPD basis) for 3 unconnected molecules or ions with the total composition C4H9NO2.

Each line ends with the natural charge from an NBO analysis.
CARTESIAN COORDINATES (ANGSTROEM)
C  -0.10  0.54  -0.37  0.3861
C  1.11  0.09  0.09  0.1092
C  0.07  0.46  1.11  -0.4782
C  -1.07  0.60  -1.47  -0.6669
N  -0.11  -2.49  0.72  -0.4940
O  0.29  -1.66  -0.29  -0.5478
O  1.19  1.97  -0.58  -0.8614
H  1.24  2.53  0.21  0.4471
H  2.13  -0.18  -0.12  0.2597
H  0.43  -2.37  1.58  0.3219
H  -1.10  -2.37  0.93  0.3185
H  -0.26  -0.36  1.74  0.2308
H  0.12  1.40  1.66  0.2258
H  -1.71  -0.28  -1.42  0.2616
H  -1.69  1.49  -1.37  0.2392
H  -0.55  0.62  -2.43  0.2487

## Properties
HOMO-LUMO gap (spin up / spin down) ... 8.04 / 8.05 eV
E_HOMO (spin up / spin down) ... -7.68 / -7.68 eV


Most stable structure - *P*; separation to the second - 60.0 kJ/mol.


*P*
Density functional theory data (the ωB97M-V functional and the def2-TZVPD basis) for a single C4H9NO2 molecule.

Each line ends with the natural charge from an NBO analysis.
CARTESIAN COORDINATES (ANGSTROEM)
N  -0.36  -2.33  0.24  -0.8343
C  -1.18  -1.35  0.74  0.6804
O  -1.93  -1.53  1.68  -0.6151
C  -1.04  -0.03  0.02  -0.5093
C  0.13  0.80  0.59  -0.4104
C  0.91  1.50  -0.51  -0.0597
O  1.48  0.50  -1.33  -0.7377
H  -0.30  -3.20  0.75  0.4001
H  0.33  -2.12  -0.45  0.4003
H  -0.86  -0.21  -1.05  0.2214
H  -1.98  0.51  0.12  0.2323
H  -0.23  1.53  1.32  0.2203
H  0.83  0.14  1.12  0.2125
H  0.24  2.15  -1.09  0.1580
H  1.69  2.14  -0.07  0.1669
H  1.93  0.92  -2.07  0.4743

## Properties
HOMO-LUMO gap ... 10.28 eV
SMILES ... NC(=O)CCCO
E_HOMO ... -9.58 eV


*Q*
Density functional theory data (the ωB97M-V functional and the def2-TZVPD basis) for a molecular structure, C4H9NO2.

Each line ends with the natural charge from an NBO analysis.
CARTESIAN COORDINATES (ANGSTROEM)
C  -0.63  -0.98  0.21  0.5828
C  0.82  -0.80  0.09  -0.3740
C  1.62  0.92  -0.18  -0.6917
C  -1.13  1.48  -0.19  -0.0621
O  -1.02  -1.22  1.52  -0.7053
O  -1.10  -1.96  -0.65  -0.7248
N  -1.55  0.33  -0.24  -0.4757
H  -1.99  -1.21  1.53  0.4832
H  -1.88  -1.64  -1.11  0.4945
H  1.33  -1.12  0.99  0.2291
H  1.23  -1.26  -0.80  0.2328
H  0.00  1.61  0.14  0.1797
H  -1.63  2.32  -0.66  0.1791
H  2.37  0.62  -0.91  0.2113
H  1.50  1.94  -0.56  0.2267
H  2.06  0.95  0.81  0.2144

## Properties
HOMO-LUMO gap ... 10.11 eV
E_HOMO ... -9.15 eV


*R*
Density functional theory data (the ωB97M-V functional and the def2-TZVPD basis) for a single C4H9NO2 molecule.

Each line ends with the natural charge from an NBO analysis.
CARTESIAN COORDINATES (ANGSTROEM)
C  -2.24  -0.30  -0.91  -0.6333
C  -0.79  0.14  -0.82  0.0684
O  -0.69  1.46  -0.30  -0.7101
C  -0.03  -0.82  0.10  -0.0793
C  1.91  0.16  0.88  0.2889
O  1.36  -0.67  -0.03  -0.5474
N  3.11  0.50  0.41  -0.8162
H  -2.71  -0.26  0.09  0.2158
H  -2.32  -1.31  -1.30  0.2126
H  -2.81  0.37  -1.57  0.2073
H  -0.32  0.10  -1.81  0.1591
H  -1.20  2.04  -0.88  0.4660
H  -0.32  -0.63  1.14  0.2074
H  -0.25  -1.84  -0.21  0.1844
H  3.45  0.20  -0.50  0.3785
H  3.63  1.17  0.95  0.3978

## Properties
HOMO-LUMO gap ... 9.50 eV
E_HOMO ... -8.53 eV


*S*
Density functional theory data (the ωB97M-V functional and the def2-TZVPD basis) for a single C4H9NO2 molecule.

Each line ends with the natural charge from an NBO analysis.
CARTESIAN COORDINATES (ANGSTROEM)
C  -1.10  1.28  -0.59  -0.6162
C  -0.35  0.44  0.44  -0.0738
C  -0.90  -1.00  0.48  -0.0657
O  -0.10  -1.87  1.22  -0.7278
N  1.10  0.53  0.16  -0.6000
C  1.90  -0.35  -0.48  0.5338
O  1.63  -1.49  -0.81  -0.6497
H  -0.76  2.32  -0.58  0.2088
H  -2.18  1.27  -0.41  0.2185
H  -0.91  0.86  -1.59  0.2149
H  -0.48  0.86  1.45  0.1984
H  -1.88  -0.95  0.97  0.1822
H  -1.06  -1.36  -0.54  0.1702
H  0.66  -2.05  0.63  0.4906
H  1.51  1.43  0.34  0.3955
H  2.90  0.08  -0.69  0.1205

## Properties
HOMO-LUMO gap ... 10.69 eV
SMILES ... C[C@@H](CO)NC=O
E_HOMO ... -9.99 eV


Most stable structure - *P*; separation to the second - 29.5 kJ/mol.